Here is 2 unconnected molecules or ions with the total composition C21H32N3O in a non-equilibrium geometry from the Open Molecules 2025 dataset. Energies are from the ωB97M-V functional and the def2-TZVPD basis.

```
57
Properties=species:S:1:pos:R:3:forces:R:3
C -5.56766 -1.44832 0.13122 0.13 0.15 0.03
N -4.74513 -1.28797 1.31697 0.28 0.34 0.45
C -5.15654 -2.07797 2.45887 0.23 -0.35 0.15
C -3.47971 -0.74168 1.25369 0.10 0.02 -0.82
C -3.29969 0.48564 0.54377 -0.01 -0.01 0.36
C -2.06637 1.09912 0.51702 -0.23 -0.29 -0.12
C -0.89423 0.40101 0.90395 -0.69 -0.56 0.22
C 0.34424 0.98800 0.48760 -0.03 0.91 1.13
C 1.61027 0.35442 0.77856 0.99 -0.57 -0.61
C 2.68902 1.11407 1.31167 -0.52 -0.19 -0.23
C 3.92135 0.52794 1.53132 0.18 -0.49 0.11
C 4.18454 -0.80672 1.10148 -0.66 0.00 -0.04
N 5.46425 -1.33391 1.23321 0.24 0.46 -0.17
C 6.06351 -1.52439 2.53461 -0.03 0.01 0.11
C 6.10951 -2.04563 0.14367 -0.70 -0.17 -0.09
C 3.11798 -1.56195 0.52803 0.23 0.41 0.29
C 1.84381 -1.00827 0.43662 0.20 0.45 -0.24
C -1.06460 -0.82744 1.63714 -0.18 0.30 -0.54
C -2.33632 -1.36226 1.83637 -0.03 0.37 0.20
H -5.33300 -0.67356 -0.59759 -0.12 -0.10 -0.01
H -5.38427 -2.42980 -0.32770 -0.09 0.10 -0.02
H -6.62198 -1.37976 0.41339 0.14 0.05 -0.16
H -4.86004 -1.59666 3.40371 -0.01 -0.15 -0.37
H -6.25040 -2.13843 2.43719 0.26 -0.07 0.10
H -4.74491 -3.10154 2.42899 -0.20 0.16 0.10
H -4.16647 0.97595 0.08759 0.31 -0.11 0.45
H -1.96334 2.13440 0.16638 -0.11 -0.60 0.14
H 0.35277 2.07284 0.38213 0.05 -0.25 0.67
H 2.51344 2.17161 1.55535 0.17 -0.52 -0.08
H 4.73426 1.08902 2.01006 -0.38 -0.21 -0.34
H 5.70459 -0.78215 3.24603 0.02 0.00 -0.02
H 5.84580 -2.52239 2.94024 -0.02 0.05 0.02
H 7.14548 -1.43592 2.43733 0.01 0.09 0.15
H 5.89476 -1.52217 -0.79984 0.17 -0.22 0.23
H 7.19406 -2.04581 0.32806 -0.41 -0.07 -0.16
H 5.73763 -3.08204 0.05864 0.36 0.11 -0.07
H 3.28795 -2.59693 0.20369 -0.02 0.53 0.18
H 1.02878 -1.61670 0.02154 0.35 0.33 0.17
H -0.20353 -1.37247 2.05066 -0.41 0.42 -0.30
H -2.46441 -2.28579 2.41874 0.12 0.53 -0.32
C -1.90867 0.23467 -3.56710 -0.19 -0.11 -0.22
C -1.28045 1.61171 -3.62512 0.38 0.34 -0.12
C -0.82961 2.11921 -2.26595 -0.33 0.07 0.53
C -0.44082 3.58040 -2.32457 -0.14 0.07 -0.19
O 0.09771 3.95972 -1.07558 0.10 0.93 0.41
N 0.21952 1.30323 -1.60942 0.20 -0.64 -0.71
H -2.37661 0.00270 -4.52193 0.02 -0.10 -0.04
H -1.17287 -0.54965 -3.37771 -0.03 -0.02 0.05
H -2.69147 0.17572 -2.80626 0.08 0.03 0.04
H -0.40788 1.62340 -4.28156 -0.05 -0.10 -0.24
H -1.98678 2.35280 -4.03283 0.12 -0.27 0.12
H -1.71273 2.04338 -1.62777 0.14 0.02 -0.01
H 0.30369 3.75214 -3.11711 -0.23 0.01 -0.04
H -1.36504 4.15098 -2.52443 0.41 -0.13 -0.22
H 0.14920 4.93839 -1.05288 0.05 -0.89 0.08
H 0.04781 0.32196 -1.83357 0.34 0.22 -0.15
H 1.16965 1.57384 -1.90661 -0.57 -0.27 0.16
```
Forces are in eV/Å.

charge: +1
orbital gap: 0.2440 Ha
LUMO: -3.63 eV
energy relative to the best compared isomer or geometry (same formula, charge and spin): 3.184 eV

---

Here is C20H23FN4O5S in the gas phase in a non-equilibrium geometry from the Open Molecules 2025 dataset. Energies are from the ωB97M-V functional and the def2-TZVPD basis.

```
54
Properties=species:S:1:pos:R:3:forces:R:3
C 7.48549 2.03020 -0.18467 0.20 0.11 0.16
C 6.36087 1.26871 -0.80062 0.09 -0.15 -0.21
C 5.07767 1.38830 -0.27117 0.07 -0.04 -0.10
C 3.99193 0.72427 -0.80893 0.07 -0.11 -0.19
C 4.16270 -0.09977 -1.92050 0.29 0.07 0.30
C 3.02292 -0.86779 -2.50620 0.02 0.34 -0.06
O 3.11618 -2.02560 -2.85621 0.07 -0.32 -0.07
N 1.88586 -0.14156 -2.65320 -0.12 0.15 -0.07
C 0.63912 -0.76201 -3.02414 0.04 -0.09 -0.22
C -0.16876 -1.13191 -1.78636 0.08 0.75 0.35
S -0.26355 0.36537 -0.73693 -0.32 -0.31 0.28
O 0.86314 0.36238 0.15117 -0.03 -0.31 0.23
O -0.42881 1.50443 -1.59295 -0.25 -0.02 -0.31
N -1.62264 0.24321 0.19216 0.75 0.20 -0.45
C -2.89718 0.43496 -0.45346 -0.48 0.36 -0.32
C -3.93430 0.82797 0.60223 0.13 -0.14 -0.24
N -3.98034 -0.21373 1.60427 0.13 -0.17 -0.23
C -5.14515 -0.40513 2.33942 -0.29 -0.13 0.20
C -6.17603 0.53659 2.39888 0.20 -0.06 0.02
C -7.34809 0.28407 3.08818 -0.15 -0.01 0.06
C -7.53359 -0.91402 3.75343 0.01 0.06 -0.03
C -6.53272 -1.87009 3.71279 0.16 0.02 -0.06
C -5.37575 -1.61323 3.01020 -0.04 -0.04 0.10
F -4.43792 -2.59592 2.96361 -0.10 0.20 -0.09
C -2.69457 -0.38798 2.25406 0.29 -0.09 -0.01
C -1.65193 -0.78131 1.20905 0.15 -0.27 0.59
C 5.42950 -0.25284 -2.45652 0.11 -0.03 -0.05
C 6.51326 0.42688 -1.91034 -1.33 0.07 0.52
N 7.78948 0.21916 -2.54739 0.43 -0.09 -0.41
O 8.79977 0.43316 -1.91094 0.25 0.00 0.19
O 7.77771 -0.16626 -3.69774 0.08 -0.08 -0.27
H 8.15922 1.35033 0.33506 0.05 0.06 0.02
H 7.10326 2.75958 0.52492 -0.06 0.04 0.03
H 8.07935 2.54154 -0.93981 0.03 0.04 0.05
H 4.93127 2.02244 0.59037 0.03 0.07 0.08
H 3.02030 0.81870 -0.34516 -0.06 0.04 0.01
H 1.82384 0.78657 -2.26457 0.24 0.02 -0.13
H 0.88390 -1.65786 -3.60298 -0.17 0.14 0.10
H 0.06709 -0.06144 -3.63660 0.07 -0.15 0.00
H 0.33404 -1.88900 -1.19214 -0.02 -0.10 0.09
H -1.17933 -1.43735 -2.03815 -0.18 -0.06 0.00
H -2.77167 1.22663 -1.19177 -0.20 -0.03 0.01
H -3.23116 -0.48825 -0.95159 -0.02 0.07 0.02
H -4.90964 0.91189 0.12158 0.07 0.04 0.02
H -3.65081 1.79974 1.03390 -0.07 0.02 -0.04
H -6.05277 1.48997 1.91054 0.05 0.09 -0.07
H -8.11871 1.03963 3.11190 -0.06 0.07 0.00
H -8.44539 -1.10826 4.29498 -0.09 -0.02 0.05
H -6.64223 -2.82330 4.20556 0.03 -0.11 0.03
H -2.75443 -1.16087 3.01650 -0.01 0.06 -0.06
H -2.37890 0.55467 2.72791 0.02 -0.06 0.02
H -0.65708 -0.83213 1.65035 -0.09 -0.11 0.12
H -1.91918 -1.75823 0.78083 0.00 0.03 0.06
H 5.58478 -0.90554 -3.30279 -0.01 -0.01 -0.01
```
Forces are in eV/Å.

orbital gap: 0.3035 Ha
SMILES: Cc1ccc(C(=O)NCCS(=O)(=O)N2CCN(c3ccccc3F)CC2)cc1[N+](=O)[O-]
LUMO: -0.25 eV
energy relative to the best compared isomer or geometry (same formula, charge and spin): 3.276 eV

---

Here is a molecular structure, C14H36NO5PSSi2 in a non-equilibrium geometry from the Open Molecules 2025 dataset. Energies are from the ωB97M-V functional and the def2-TZVPD basis.

```
60
Properties=species:S:1:pos:R:3:forces:R:3
C 5.04893 -1.30291 3.09206 -0.28 -0.85 -0.25
C 3.53228 -1.35227 2.45204 0.46 -0.31 1.22
O 3.01955 -0.01625 2.10814 1.29 -0.82 -1.40
C 3.68080 0.54179 0.91822 0.25 -0.19 -1.85
C 2.63573 1.48993 0.01968 1.20 -0.35 1.98
C 2.12618 2.68802 1.01505 0.19 1.13 -0.52
C 0.77805 3.47924 0.52379 -0.51 0.44 0.39
C -0.38580 2.53399 -0.13848 -0.31 0.85 -0.69
Si -1.48668 1.60503 1.18855 -0.84 0.71 -3.22
O -2.62093 0.59400 0.24486 1.70 -1.48 2.86
Si -2.64195 -1.05754 0.85220 -2.29 2.15 -1.42
C -4.43907 -1.80626 0.65913 0.12 0.56 -0.61
S -5.25238 -1.66424 2.38222 -0.15 0.68 -0.66
C -5.31252 0.17882 2.86965 0.11 1.24 0.31
C -4.23854 0.48806 4.10044 0.40 -0.32 -0.42
P -1.18462 -2.24575 -0.33006 2.80 -3.00 0.34
N -0.54245 -3.37777 0.67727 -1.90 2.06 -0.73
O -1.91156 -2.98756 -1.74958 1.49 0.85 2.10
O 0.13567 -1.20229 -0.79552 -1.33 -1.20 1.27
H 5.24981 -2.36995 3.55999 -0.31 2.11 -1.04
H 5.17406 -0.53181 3.96992 -0.39 -1.34 -1.98
H 5.82022 -1.13271 2.22139 -1.38 -0.17 1.91
H 3.52698 -2.06560 1.51990 -0.04 1.37 1.68
H 2.81035 -1.78990 3.28746 1.39 1.05 -1.93
H 3.99184 -0.33769 0.17452 -0.56 1.61 1.65
H 4.67961 1.12868 1.15662 -2.12 -1.06 -0.15
H 1.80028 0.76175 -0.35523 1.52 1.71 0.53
H 3.30047 1.95010 -0.84072 -1.67 -1.06 1.52
H 3.00016 3.50023 1.03137 -1.82 -1.78 0.07
H 1.96288 2.37096 2.12962 0.38 0.12 -2.28
H 0.30353 3.96767 1.50108 0.99 -0.88 -2.01
H 0.99536 4.40269 -0.19722 -0.24 -2.20 1.45
H -1.14552 3.27742 -0.68206 1.51 -1.63 1.09
H -0.01535 1.79773 -0.97331 -0.53 1.45 1.64
H -2.34944 2.63510 1.82239 0.17 -0.21 0.22
H -0.70780 0.83831 2.15114 0.11 -0.33 0.25
H -2.22328 -1.12946 2.27380 0.15 -0.09 -0.35
H -4.34014 -2.94918 0.36372 -0.57 2.38 0.77
H -5.05627 -1.18491 -0.14322 1.29 -1.56 1.60
H -5.12029 0.86499 1.91573 -0.17 -1.58 2.07
H -6.39473 0.49170 3.26186 2.27 -1.10 -1.01
H -4.71668 0.32406 5.17401 0.88 0.56 -2.43
H -3.29808 -0.24519 4.05669 -2.14 1.64 -0.07
H -3.85257 1.57984 3.93151 -0.75 -1.98 0.72
H -0.98848 -3.30483 1.63208 0.55 -0.14 -1.35
H -1.93890 -3.98596 -1.66980 0.46 1.63 0.34
H 0.72276 -1.09856 0.03359 -1.37 -0.68 -1.63
C 0.05640 -0.89507 -5.51403 0.01 -0.31 -0.58
C 0.56216 -1.14498 -4.11672 -0.27 -0.21 0.57
C 1.61815 -0.07184 -3.96533 0.35 0.18 0.02
O 1.20054 1.03940 -4.77024 -0.15 -0.30 -0.03
C 0.11634 0.61389 -5.60730 -0.11 0.43 0.03
H -0.94449 -1.29403 -5.69711 0.11 0.07 0.01
H 0.74298 -1.34218 -6.24276 -0.11 0.04 0.02
H -0.24589 -0.97848 -3.39463 0.17 -0.07 -0.06
H 0.95418 -2.15379 -3.96465 -0.04 0.13 0.03
H 2.58799 -0.41239 -4.34322 0.04 -0.06 0.07
H 1.74186 0.25112 -2.92762 -0.01 0.06 -0.11
H -0.80170 1.07169 -5.22306 -0.06 -0.03 -0.09
H 0.28000 0.96522 -6.62979 0.06 0.07 0.13
```
Forces are in eV/Å.

orbital gap: 0.3293 Ha
LUMO: 0.28 eV
energy relative to the best compared isomer or geometry (same formula, charge and spin): 6.555 eV

---

Here is 5 unconnected molecules or ions with the total composition C56H34ClFNO11PS2 from the Open Molecules 2025 dataset. Energies are from the ωB97M-V functional and the def2-TZVPD basis.

```
107
Properties=species:S:1:pos:R:3:forces:R:3
O 2.18233 -2.40462 -6.12707 0.03 0.00 0.00
C 1.94775 -2.89787 -5.04272 0.02 -0.01 0.00
C 1.91330 -2.07331 -3.80393 -0.03 -0.01 -0.01
C 2.10954 -0.70124 -3.90423 -0.01 0.05 0.03
C 2.05624 0.08852 -2.76766 0.00 -0.01 -0.01
C 1.80816 -0.48806 -1.52714 0.00 -0.01 0.02
C 1.62565 -1.85658 -1.41835 0.04 0.00 -0.01
C 1.67898 -2.65404 -2.55494 0.01 -0.01 -0.01
C 1.49074 -4.12630 -2.40998 0.00 0.00 -0.01
O 1.33293 -4.63992 -1.32349 -0.02 0.00 0.01
C 1.49921 -4.94880 -3.65611 0.01 0.02 0.01
C 1.29876 -6.32025 -3.56066 0.00 -0.05 -0.03
C 1.28653 -7.09915 -4.70640 0.01 0.01 0.02
C 1.46917 -6.51158 -5.95319 0.00 0.02 0.02
C 1.67142 -5.14502 -6.05340 -0.09 -0.13 -0.04
C 1.69476 -4.36078 -4.90700 0.00 0.03 0.00
H 2.29791 -0.27026 -4.87803 -0.01 -0.02 -0.01
H 2.20668 1.15730 -2.84790 0.00 0.00 0.00
H 1.75766 0.12754 -0.63843 0.00 0.00 0.00
H 1.43875 -2.31470 -0.45861 0.00 -0.03 -0.03
H 1.15450 -6.75915 -2.58286 0.00 0.03 0.01
H 1.13168 -8.16748 -4.62961 0.00 0.00 0.00
H 1.45676 -7.12089 -6.84750 0.00 0.00 0.00
H 1.80821 -4.67582 -7.01758 -0.01 0.04 0.03
O 7.49471 -8.63951 -8.90058 0.00 0.00 0.00
C 7.07672 -7.65388 -9.46953 -0.01 0.00 -0.01
C 6.22545 -6.65438 -8.76303 0.02 0.00 0.00
C 5.93200 -6.85413 -7.41847 -0.03 0.01 0.04
C 5.16201 -5.92917 -6.73508 -0.01 -0.01 0.00
C 4.68224 -4.79926 -7.38932 0.06 0.10 -0.01
C 4.96340 -4.59911 -8.73007 -0.02 -0.03 0.04
C 5.73310 -5.52720 -9.42300 -0.01 -0.01 -0.02
C 6.00952 -5.29842 -10.87044 0.00 -0.01 0.00
O 5.54448 -4.34534 -11.45727 0.00 0.01 0.00
C 6.88211 -6.28540 -11.57139 0.00 0.01 0.02
C 7.18546 -6.08018 -12.91219 0.03 -0.02 -0.04
C 8.00807 -6.97200 -13.57877 -0.01 0.01 0.01
C 8.53181 -8.07327 -12.90993 -0.01 0.00 0.01
C 8.22672 -8.28671 -11.57665 0.02 -0.02 -0.05
C 7.39956 -7.39559 -10.90304 -0.01 0.00 0.02
H 6.31703 -7.73692 -6.92651 0.02 0.00 -0.02
H 4.93050 -6.08537 -5.68884 0.00 0.00 0.00
H 4.09293 -4.06570 -6.85393 0.01 0.00 -0.01
H 4.59172 -3.72942 -9.25459 0.02 0.00 -0.02
H 6.77050 -5.21698 -13.41430 -0.01 0.01 0.02
H 8.24478 -6.80998 -14.62222 0.00 0.00 0.00
H 9.17877 -8.76596 -13.43217 0.00 0.00 0.00
H 8.62121 -9.13908 -11.04070 -0.02 0.01 0.02
O -5.02044 6.44922 3.68380 -0.05 0.00 -0.04
C -5.05015 5.24368 3.80139 0.13 0.03 0.10
C -5.78249 4.59587 4.92907 -0.01 0.00 -0.02
C -6.45679 5.40160 5.83822 -0.02 0.00 0.04
C -7.14937 4.82701 6.89048 0.02 0.01 0.00
C -7.17442 3.44452 7.03882 0.01 -0.01 0.00
C -6.49647 2.63731 6.14146 -0.01 0.02 0.05
C -5.79370 3.20882 5.08677 0.00 -0.01 -0.02
C -5.04181 2.32268 4.15497 0.03 0.07 -0.01
O -5.01085 1.11823 4.32177 -0.03 -0.04 0.02
C -4.31758 2.96975 3.02352 -0.05 -0.11 0.08
C -3.61736 2.16223 2.13803 0.08 -0.14 -0.10
C -2.94076 2.72734 1.07007 -0.02 0.09 0.03
C -2.96142 4.10614 0.88765 0.00 0.00 0.01
C -3.64979 4.91876 1.77472 0.02 -0.01 -0.03
C -4.33043 4.35432 2.84645 -0.04 0.01 0.01
H -6.42551 6.47460 5.70664 0.01 0.00 -0.03
H -7.67291 5.45621 7.59828 0.00 0.00 0.00
H -7.72189 2.99829 7.85867 0.01 0.00 0.00
H -6.49751 1.56103 6.24662 0.01 0.00 -0.02
H -3.61102 1.09273 2.29804 -0.01 0.02 0.00
H -2.39693 2.09656 0.37922 -0.01 -0.01 0.01
H -2.43615 4.54861 0.05122 0.00 0.00 0.00
H -3.67062 5.99294 1.65060 -0.01 0.00 0.03
O -1.10182 8.52161 6.88892 0.00 0.00 0.00
C -1.61266 7.87580 7.77790 0.00 -0.01 0.01
C -1.82445 8.46072 9.13413 -0.02 -0.01 -0.02
C -1.44826 9.77903 9.36250 0.00 0.04 0.04
C -1.65613 10.35129 10.60573 0.00 -0.01 -0.01
C -2.24141 9.61031 11.62696 0.00 -0.02 0.00
C -2.60979 8.29407 11.40769 0.01 0.04 0.03
C -2.40037 7.71341 10.16222 0.00 -0.02 -0.01
C -2.79291 6.28925 9.95542 0.01 0.01 -0.01
O -3.25408 5.62750 10.86066 -0.02 0.00 0.00
C -2.60239 5.71131 8.59379 -0.01 0.02 0.01
C -2.99251 4.39709 8.36292 -0.03 -0.04 -0.05
C -2.84675 3.84599 7.10160 -0.02 0.01 0.01
C -2.31093 4.60550 6.06668 -0.06 -0.03 -0.09
C -1.91655 5.91308 6.29011 -0.02 -0.05 -0.02
C -2.05586 6.46910 7.55650 -0.02 0.02 0.01
H -0.99760 10.33976 8.55509 -0.01 -0.02 -0.02
H -1.36405 11.37832 10.78163 0.00 0.00 0.00
H -2.40866 10.06238 12.59584 0.01 0.00 0.00
H -3.06104 7.70024 12.19074 0.01 -0.02 -0.02
H -3.41080 3.82536 9.18010 0.00 0.02 0.02
H -3.15715 2.82479 6.91850 0.01 0.00 0.00
H -2.21376 4.17313 5.07765 0.04 0.00 0.01
H -1.50653 6.51936 5.49397 0.02 0.02 0.02
O -1.08804 -0.33973 3.16336 -0.01 0.14 0.05
S -1.01792 -1.15872 2.01347 -0.31 -0.29 -0.19
O 0.20209 -1.41244 1.34754 0.17 0.11 0.01
F -1.98915 -0.53324 0.95910 0.09 0.05 0.05
N -1.81849 -2.58498 2.24352 0.00 0.14 0.20
S -0.88616 -4.00775 2.40401 0.07 0.02 -0.12
P -3.53251 -2.78105 2.55757 0.09 0.10 0.03
O -3.90535 -1.23507 2.85905 -0.03 -0.31 0.02
Cl -4.19333 -2.89702 0.61074 -0.04 -0.03 -0.07
H -0.46004 -3.79622 3.66267 -0.06 -0.09 0.06
H -4.42062 -1.14513 3.67408 0.04 0.33 -0.04
```
Forces are in eV/Å.

orbital gap: 0.3107 Ha
SMILES: O=C1c2ccccc2C(=O)c2ccccc21.O=C1c2ccccc2C(=O)c2ccccc21.O=C1c2ccccc2C(=O)c2ccccc21.O=C1c2ccccc2C(=O)c2ccccc21.O=S(=O)(F)N(S)P(O)Cl
LUMO: -1.20 eV